# 1
9
Properties=species:S:1:pos:R:3:forces:R:3:lowdin_spin:R:1 method="wB97M-V/def2-TZVPD" multiplicity=3 energy_ha=-799.2025 homo_energy_ev="-5.86 / -9.37" total_charge=0
C -0.186807 1.304274 -0.717180 -0.361 0.708 0.697 0.1259
C -0.188852 -1.255542 0.631714 -3.081 -2.402 3.328 0.1006
C -0.024159 -0.019228 -0.130059 0.527 0.711 0.486 0.2451
P 1.405731 1.047276 0.459872 -0.940 1.596 -1.141 0.8067
P 1.315997 -1.181479 -0.394250 0.861 -2.054 -0.468 0.6849
H -0.190813 1.460213 -1.804850 0.819 -0.424 0.301 0.0143
H -0.873444 2.062628 -0.320014 0.051 -0.668 0.498 0.0094
H -0.226403 -1.407409 1.853689 0.803 1.245 -2.872 0.0061
H -1.031254 -2.010734 0.421075 1.321 1.287 -0.828 0.0069

=====

# 2
8
Properties=species:S:1:pos:R:3:forces:R:3:lowdin_charge:R:1 method="wB97M-V/def2-TZVPD" energy_ha=-514.8340 smiles="C=CC=S" homo_energy_ev=-8.85 total_charge=0
C 0.998242 -0.767704 -0.495405 -1.946 1.454 0.664 0.0315
C 0.242437 0.025080 0.318564 0.648 -0.236 0.376 -0.2472
C -1.072404 0.759252 0.253356 0.754 -1.328 -1.253 -0.6737
S -2.318233 0.376077 -0.709232 0.356 0.177 0.256 0.6681
H 0.714914 -0.972812 -1.514755 -0.078 -0.085 -0.170 0.0530
H 1.913835 -1.189399 -0.120333 0.140 -0.011 0.063 0.0524
H 0.673925 0.195088 1.305621 0.113 -0.067 -0.032 0.0799
H -1.152714 1.574418 0.962185 0.014 0.096 0.095 0.0359

=====

# 3
8
Properties=species:S:1:pos:R:3:forces:R:3:lowdin_spin:R:1 method="wB97M-V/def2-TZVPD" multiplicity=3 energy_ha=-514.6615 homo_energy_ev="-6.72 / -8.70" total_charge=0
C 0.299823 -0.483486 0.023463 5.943 1.002 0.161 0.9478
C 1.561734 0.303317 0.197946 -5.385 -1.413 -0.176 0.5249
C -1.114397 -0.400991 0.283153 -0.465 1.367 -0.161 0.1678
S 3.178170 -0.088205 0.196846 -1.179 -2.569 -0.469 0.2585
H -1.676769 -0.488079 -0.728260 0.655 1.150 1.484 0.0303
H -1.273669 0.519321 1.034663 -0.541 -1.915 -1.844 0.0373
H -1.406506 -1.376513 0.666307 -0.139 0.124 0.820 0.0200
H 3.505642 1.133569 0.215408 1.112 2.253 0.186 0.0134

=====

# 4
9
Properties=species:S:1:pos:R:3:forces:R:3:lowdin_charge:R:1 method="wB97M-V/def2-TZVPD" energy_ha=-912.9804 homo_energy_ev=-8.66 total_charge=0
C 1.214263 -0.012498 0.972977 0.270 0.116 -3.224 -0.7351
C 0.405267 0.075904 -0.208330 -2.555 -1.206 -0.793 -1.0302
C -1.180709 -0.065623 -0.588400 1.869 2.242 1.762 -0.0682
S 1.423336 -1.431685 -0.138856 0.402 0.133 0.716 0.7867
S 1.605618 1.389868 -0.165516 -0.089 0.028 -0.145 0.7804
H 1.064681 0.277124 1.942046 -0.522 -0.262 2.443 0.0400
H -1.692594 0.474474 0.295751 0.405 -0.282 -1.918 0.0942
H -1.527064 -1.086985 -0.485737 0.420 -0.226 -0.394 0.0463
H -1.312799 0.379418 -1.623933 -0.200 -0.543 1.552 0.0858